Record 1
# C53H46IrN4OP2Te

C53H46IrN4OP2Te as an isolated structure at a distorted geometry (wB97M-V/def2-TZVPD, the Open Molecules 2025 dataset).

The geometry in XYZ format:
```
108
Properties=species:S:1:pos:R:3:lowdin_charge:R:1
Ir 0.62 0.58 -0.73 0.867
N 2.78 0.55 -0.44 -0.028
C 3.39 1.61 0.32 -0.246
C 4.30 1.27 1.31 -0.029
C 4.92 2.24 2.07 -0.077
C 4.61 3.58 1.83 -0.069
C 3.68 3.90 0.86 -0.021
C 3.04 2.93 0.08 -0.132
C 1.97 3.36 -0.86 -0.206
C 2.14 4.61 -1.48 -0.054
C 1.09 5.25 -2.10 -0.079
C -0.17 4.67 -2.07 -0.079
C -0.31 3.40 -1.53 -0.163
C 0.75 2.66 -0.98 -0.255
H 3.01 -0.33 0.00 0.075
H 3.16 0.52 -1.38 0.112
H 4.53 0.22 1.48 0.117
H 5.63 1.97 2.84 0.106
H 5.07 4.36 2.42 0.107
H 3.40 4.94 0.73 0.114
H 3.11 5.08 -1.45 0.113
H 1.24 6.21 -2.58 0.106
H -1.02 5.17 -2.50 0.107
H -1.30 2.97 -1.58 0.038
Te -1.63 -1.68 1.00 1.404
C -3.14 -2.99 0.32 -0.548
C -2.95 -3.80 -0.79 -0.127
C -3.99 -4.63 -1.18 -0.141
N -5.15 -4.72 -0.54 0.065
C -5.31 -3.96 0.53 -0.144
C -4.34 -3.07 1.00 -0.136
C -1.04 -1.16 -0.98 -0.850
P -1.45 0.48 -1.55 0.787
C -3.08 0.80 -0.85 -0.388
C -4.09 -0.14 -1.09 -0.137
C -5.37 0.07 -0.62 -0.062
C -5.66 1.22 0.11 -0.062
C -4.67 2.15 0.36 -0.063
C -3.38 1.95 -0.12 -0.076
C -1.64 0.75 -3.33 -0.327
C -2.88 0.82 -3.97 -0.064
C -2.95 1.02 -5.34 -0.066
C -1.79 1.18 -6.08 -0.066
C -0.55 1.15 -5.45 -0.064
C -0.48 0.94 -4.08 -0.113
P 0.59 -1.61 -1.47 0.820
C 1.18 -3.10 -0.66 -0.367
C 1.09 -4.34 -1.28 -0.072
C 1.52 -5.48 -0.62 -0.059
C 2.06 -5.37 0.66 -0.057
C 2.18 -4.13 1.27 -0.062
C 1.74 -2.99 0.61 -0.119
C 0.67 -1.93 -3.25 -0.383
C -0.47 -2.35 -3.94 -0.094
C -0.41 -2.56 -5.31 -0.060
C 0.78 -2.36 -5.99 -0.065
C 1.92 -1.95 -5.30 -0.066
C 1.86 -1.74 -3.93 -0.089
H -2.02 -3.80 -1.34 0.077
H -3.88 -5.27 -2.06 0.108
H -6.26 -4.04 1.05 0.109
H -4.55 -2.45 1.86 0.097
H -3.86 -1.04 -1.65 0.110
H -6.14 -0.66 -0.81 0.114
H -6.67 1.38 0.48 0.110
H -4.89 3.04 0.93 0.109
H -2.61 2.68 0.10 0.096
H -3.79 0.71 -3.40 0.095
H -3.92 1.07 -5.82 0.109
H -1.85 1.34 -7.15 0.109
H 0.35 1.29 -6.03 0.111
H 0.48 0.95 -3.58 0.077
H 0.69 -4.42 -2.29 0.107
H 1.45 -6.45 -1.10 0.112
H 2.40 -6.26 1.17 0.112
H 2.61 -4.05 2.26 0.097
H 1.81 -2.02 1.10 0.074
H -1.40 -2.49 -3.40 0.101
H -1.30 -2.87 -5.84 0.113
H 0.82 -2.52 -7.06 0.111
H 2.85 -1.80 -5.84 0.110
H 2.75 -1.42 -3.40 0.106
C 0.19 1.88 6.09 0.011
N 0.46 1.89 4.66 -0.069
N 0.68 0.71 3.97 0.059
C 0.49 0.94 2.61 -0.426
O 0.75 0.08 1.75 -0.192
C 0.03 2.29 2.51 0.069
C 0.01 2.81 3.77 -0.254
C -0.45 4.15 4.24 0.001
C 1.54 -0.29 4.50 -0.204
C 2.71 0.07 5.16 -0.019
C 3.53 -0.92 5.67 -0.068
C 3.20 -2.26 5.50 -0.076
C 2.04 -2.61 4.82 -0.077
C 1.20 -1.62 4.32 -0.008
H 0.44 0.90 6.48 0.093
H -0.87 2.08 6.29 0.098
H 0.80 2.62 6.59 0.099
H -0.19 2.80 1.59 0.098
H -0.58 4.81 3.38 0.090
H 0.26 4.60 4.93 0.091
H -1.41 4.07 4.75 0.093
H 2.96 1.11 5.27 0.121
H 4.44 -0.65 6.19 0.109
H 3.85 -3.03 5.89 0.108
H 1.77 -3.65 4.70 0.107
H 0.29 -1.88 3.80 0.098
```

**HOMO-LUMO gap**: 6.6 eV
**F_max**: 2.09 eV/A
**Energy relative to the best compared isomer or geometry (same formula, charge and spin)**: 157.5 kJ/mol
**Highest occupied orbital energy**: -9.55 eV
**Spin multiplicity**: 1
**Total charge**: +1


Record 2
# C3H4N2S

One molecule with the formula C3H4N2S at a distorted geometry (wB97M-V/def2-TZVPD, the Open Molecules 2025 dataset).

The geometry in XYZ format:
```
10
Properties=species:S:1:pos:R:3:lowdin_charge:R:1
S -0.59 0.76 -2.38 0.783
C -0.25 0.32 -0.69 -0.787
N -0.92 0.70 0.35 0.046
C -0.28 0.06 1.37 -0.198
C 0.76 -0.71 0.98 -0.094
N 0.77 -0.53 -0.42 0.030
H -1.64 1.46 -2.03 -0.144
H -0.69 0.27 2.39 0.112
H 1.42 -1.36 1.51 0.098
H 1.42 -0.95 -1.09 0.154
```

**HOMO-LUMO gap**: 9.1 eV
**F_max**: 3.01 eV/A
**Energy relative to the best compared isomer or geometry (same formula, charge and spin)**: 44.2 kJ/mol
**Highest occupied orbital energy**: -8.39 eV
**Spin multiplicity**: 1
**Total charge**: 0


Record 3
# C13H22AgF9NO10S3

C13H22AgF9NO10S3 as an isolated structure at a distorted geometry (wB97M-V/def2-TZVPD, the Open Molecules 2025 dataset).

The geometry in XYZ format:
```
59
Properties=species:S:1:pos:R:3:lowdin_charge:R:1
Ag 0.87 -0.61 -0.82 0.770
C 1.18 4.00 -1.32 -0.116
C 1.25 2.55 -0.82 -0.685
C 0.83 2.53 0.67 -0.108
O 0.54 1.69 -1.64 -0.314
H 1.58 4.64 -0.52 0.044
H 0.13 4.14 -1.60 0.063
H 1.75 4.17 -2.24 0.048
H 2.34 2.32 -0.83 0.094
H -0.16 2.97 0.79 0.048
H 1.54 3.12 1.28 0.048
H 0.88 1.52 1.09 0.037
C 5.28 -1.71 -2.26 -0.128
C 4.01 -1.57 -1.39 -0.711
C 4.33 -0.74 -0.12 -0.112
O 2.94 -1.18 -2.12 -0.297
H 5.26 -2.48 -3.03 0.046
H 6.20 -1.75 -1.67 0.039
H 5.29 -0.79 -2.87 0.059
H 3.86 -2.62 -1.02 0.090
H 4.81 0.23 -0.30 0.060
H 4.99 -1.29 0.57 0.046
H 3.44 -0.63 0.49 0.026
C -2.52 -2.70 -1.86 -0.665
F -2.49 -3.99 -2.26 0.089
F -3.78 -2.27 -2.06 0.100
F -2.26 -2.68 -0.55 0.110
S -1.36 -1.64 -2.84 0.441
O -1.63 -0.31 -2.36 -0.312
O 0.01 -2.09 -2.55 -0.380
O -1.75 -1.83 -4.22 -0.347
C -4.14 0.07 0.94 -0.664
F -4.73 0.01 -0.24 0.133
F -5.03 0.46 1.85 0.114
F -3.73 -1.16 1.26 0.111
S -2.63 1.32 0.85 0.670
O -2.71 2.05 2.11 -0.350
O -1.45 0.50 0.64 -0.323
N -2.95 2.30 -0.52 -0.251
S -4.24 3.19 -0.33 0.547
O -4.86 3.24 -1.65 -0.340
O -5.18 3.04 0.76 -0.326
C -3.42 4.90 -0.19 -0.676
F -2.87 5.24 -1.35 0.131
F -4.32 5.84 0.15 0.098
F -2.49 4.82 0.77 0.109
C 1.33 -3.33 3.09 -0.194
C -0.18 -3.19 3.23 -0.184
C -0.55 -2.75 1.84 -0.206
O 0.51 -1.89 1.43 -0.190
C 1.70 -2.11 2.24 -0.171
H 1.61 -4.22 2.52 0.108
H 1.80 -3.36 4.07 0.098
H -0.39 -2.38 3.93 0.116
H -0.67 -4.11 3.54 0.106
H -1.52 -2.26 1.78 0.104
H -0.51 -3.63 1.19 0.123
H 1.76 -1.29 2.96 0.121
H 2.54 -2.29 1.58 0.104
```

**HOMO-LUMO gap**: 4.4 eV
**F_max**: 3.88 eV/A
**Highest occupied orbital energy**: 1.77 eV
**Spin multiplicity**: 1
**Total charge**: -3


Record 4
# C4H10OS

One molecule with the formula C4H10OS at a distorted geometry (wB97M-V/def2-TZVPD, the Open Molecules 2025 dataset).

The geometry in XYZ format:
```
16
Properties=species:S:1:pos:R:3:lowdin_charge:R:1
C 1.30 0.99 1.25 -0.156
O 0.29 -0.07 1.52 -0.227
C -0.68 0.20 0.53 -0.790
C -1.56 -1.08 0.77 -0.080
S -0.18 0.51 -1.14 0.825
C 0.80 -0.99 -1.70 -0.315
H 1.55 1.14 0.06 0.054
H 1.01 1.96 1.85 0.109
H 2.39 0.55 1.63 0.121
H -1.25 1.09 0.55 0.057
H -1.14 -1.85 -0.07 0.096
H -2.72 -0.60 0.53 0.137
H -1.49 -1.33 1.89 0.089
H 1.79 -0.83 -1.12 0.063
H 0.21 -1.79 -1.52 -0.045
H 1.10 -0.64 -2.76 0.062
```

**HOMO-LUMO gap**: 9.5 eV
**F_max**: 7.15 eV/A
**Energy relative to the best compared isomer or geometry (same formula, charge and spin)**: 346.8 kJ/mol
**Highest occupied orbital energy**: -8.72 eV
**Spin multiplicity**: 1
**Total charge**: 0


Record 5
# C4H3O2Yb

C4H3O2Yb as an isolated structure at a distorted geometry (wB97M-V/def2-TZVPD, the Open Molecules 2025 dataset).

The geometry in XYZ format:
```
10
Properties=species:S:1:pos:R:3:lowdin_spin:R:1
O 0.85 -1.89 -0.67 0.058
C -0.20 -1.66 -0.19 0.022
C -1.31 -1.30 0.41 0.004
C -2.05 -0.07 0.08 0.002
C -1.53 1.17 0.20 0.011
H -1.67 -2.00 1.18 0.000
H -0.97 1.89 -0.73 0.001
H -3.09 -0.18 -0.22 0.000
Yb 1.96 0.72 0.52 0.796
O -0.18 1.32 0.28 0.104
```

**HOMO-LUMO gap (spin up / spin down)**: 5.8 / 7.2 eV
**F_max**: 4.26 eV/A
**Energy relative to the best compared isomer or geometry (same formula, charge and spin)**: 0.0 kJ/mol
**Highest occupied orbital energy (spin up / spin down)**: -5.85 / -7.80 eV
**Spin multiplicity**: 2
**Total charge**: 0